Record 1
A structure of composition C14H20N6O2S2Yb at a distorted geometry. Source: OMol25; level of theory: the ωB97M-V functional and the def2-TZVPD basis.

- 2S+1: 2
- HOMO energy (spin up / spin down): -11.9732 / -11.9779 eV
- Total charge: +1
- Maximum force: 7.2 eV/Å

Each line ends with the Mulliken spin population.
Atoms and positions in Å:
Yb: 0.569 -0.057 0.934  0.99
C: -1.164 -0.748 3.683  0.00
O: -0.296 0.142 2.957  0.01
H: -0.613 -1.370 4.458  0.00
H: -1.666 -1.506 3.067  0.00
H: -1.925 -0.147 4.215  0.00
O: 3.095 -0.622 1.140  0.00
N: 3.874 -1.499 0.566  0.00
C: 3.301 -2.696 0.350  0.00
C: 4.015 -3.836 0.112  0.00
N: 4.971 -4.545 0.073  0.00
C: 1.900 -2.807 0.408  0.00
N: 0.784 -2.687 0.675  0.00
S: 0.632 2.393 0.136  0.00
C: 2.188 2.359 0.772  0.00
N: 3.355 2.768 0.167  0.00
C: 4.565 2.979 0.835  0.00
C: 4.683 2.615 2.147  0.00
C: 3.523 2.116 2.794  0.00
C: 2.341 2.014 2.151  0.00
H: 3.311 2.972 -0.805  0.00
H: 5.373 3.394 0.224  0.00
H: 5.678 2.415 2.638  0.00
H: 3.585 1.600 3.725  0.00
H: 1.434 1.734 2.743  0.00
C: -3.194 -3.195 -2.085  0.00
C: -1.848 -2.483 -1.993  0.00
N: -1.797 -1.180 -2.570  0.00
C: -2.035 -0.058 -1.767  0.00
S: -2.133 -0.177 -0.078  0.00
N: -2.194 1.078 -2.526  0.00
C: -2.995 2.176 -2.109  0.00
C: -4.396 1.761 -1.666  0.00
H: -3.135 -4.114 -1.469  0.00
H: -3.564 -3.433 -3.102  0.00
H: -3.847 -2.527 -1.555  0.00
H: -1.046 -3.040 -2.553  0.00
H: -1.682 -2.366 -0.899  0.00
H: -1.964 -1.065 -3.619  0.00
H: -1.849 1.091 -3.468  0.00
H: -3.036 2.898 -2.887  0.00
H: -2.501 2.659 -1.216  0.00
H: -4.875 0.955 -2.269  0.00
H: -5.034 2.629 -1.742  0.00
H: -4.386 1.411 -0.592  0.00

=====

Record 2
A structure of composition C14H21BeNP at a distorted geometry. Source: OMol25; level of theory: the ωB97M-V functional and the def2-TZVPD basis.

- HOMO energy: -0.6657 eV
- Total charge: -1
- Relative energy (zero: lowest compared OMol25 entry of this formula, charge and spin): 125.0 kcal/mol
- Maximum force: 3.6 eV/Å

Each line ends with the Löwdin charge.
Atoms and positions in Å:
C: -2.476 -0.642 -2.729  -0.37
Be: 1.120 0.771 -2.057  -0.19
N: 1.343 0.374 -3.576  -0.12
H: -4.378 -1.269 -3.218  -0.10
H: -3.540 -0.870 -2.915  -0.38
H: -2.313 -0.659 -1.612  -0.01
H: -1.976 -1.509 -3.328  0.02
H: -2.349 0.360 -3.253  0.00
H: 2.354 0.482 -3.655  0.02
H: 1.128 1.610 -3.117  0.02
H: 0.879 0.517 -4.429  0.01
C: 2.581 0.746 -0.052  -0.29
P: 0.851 0.149 -0.154  0.96
C: 0.818 -1.393 0.770  -0.38
C: 1.594 -1.530 1.906  -0.12
C: 1.536 -2.703 2.653  -0.09
C: 0.710 -3.745 2.218  -0.08
C: -0.044 -3.634 1.031  -0.07
C: 0.036 -2.449 0.288  -0.07
C: -0.156 1.385 0.712  -0.34
C: -0.436 2.613 0.079  -0.10
C: -1.174 3.569 0.764  -0.09
C: -1.601 3.326 2.078  -0.08
C: -1.259 2.107 2.735  -0.07
C: -0.528 1.135 2.029  -0.09
H: 3.283 0.023 -0.492  0.05
H: 2.858 0.898 1.005  0.04
H: 2.715 1.722 -0.565  0.02
H: 2.256 -0.698 2.239  0.11
H: 2.124 -2.792 3.564  0.10
H: 0.650 -4.652 2.792  0.09
H: -0.679 -4.441 0.698  0.10
H: -0.530 -2.333 -0.652  0.10
H: -0.071 2.822 -0.938  0.05
H: -1.406 4.512 0.291  0.10
H: -2.148 4.068 2.629  0.08
H: -1.528 1.928 3.747  0.08
H: -0.242 0.204 2.515  0.09

=====

Record 3
A cluster of 2 separate species, C14H21BrI2N3O4 in total at a distorted geometry. Source: OMol25; level of theory: the ωB97M-V functional and the def2-TZVPD basis.

- HOMO energy: -11.5968 eV
- Total charge: +1
- Maximum force: 1.7 eV/Å

Each line ends with the Löwdin charge.
Atoms and positions in Å:
C: 0.554 4.034 -0.621  0.03
C: 1.510 2.899 -0.501  -0.47
O: 2.513 2.893 0.151  0.15
O: 1.121 1.761 -1.218  -0.01
C: 2.202 1.000 -1.662  -0.09
N: 1.698 -0.369 -1.851  0.05
C: 1.907 -1.151 -2.839  -0.05
C: 1.107 -2.401 -2.729  -0.67
I: 0.604 -2.911 -4.761  1.02
C: -0.032 -1.936 -1.779  -0.73
Br: -0.621 -3.498 -0.741  0.88
C: -1.186 -1.184 -2.431  -0.23
C: -2.499 -1.115 -1.646  -0.33
C: -2.555 -0.119 -0.497  -0.64
I: -2.850 1.891 -1.151  0.85
C: 0.850 -1.050 -0.844  -0.24
N: 1.780 -1.905 -0.060  0.14
C: 2.334 -1.352 0.885  -0.28
O: 2.799 -0.818 1.779  0.24
H: 1.106 4.951 -0.793  0.11
H: 0.048 4.117 0.341  0.10
H: -0.205 3.845 -1.369  0.05
H: 2.560 1.356 -2.627  0.16
H: 3.022 0.966 -0.945  0.15
H: 2.533 -0.878 -3.678  0.14
H: 1.664 -3.259 -2.372  0.08
H: -1.401 -1.670 -3.379  0.05
H: -0.848 -0.168 -2.654  0.11
H: -3.263 -0.818 -2.364  0.10
H: -2.808 -2.088 -1.278  0.07
H: -1.681 -0.128 0.144  0.01
H: -3.401 -0.353 0.140  0.05
H: 0.339 -0.432 -0.122  0.15
C: -1.827 -1.049 3.618  -0.36
O: -2.995 -0.793 3.413  0.02
N: -0.839 -0.130 3.631  -0.20
C: 0.554 -0.480 3.844  -0.05
C: -1.192 1.264 3.414  -0.04
H: -1.466 -2.077 3.796  0.14
H: 0.947 0.033 4.723  0.10
H: 1.126 -0.184 2.971  0.05
H: 0.655 -1.554 3.987  0.09
H: -1.891 1.602 4.179  0.10
H: -1.678 1.386 2.443  0.07
H: -0.293 1.874 3.452  0.09

=====

Record 4
A structure of composition C14H21CaN7 at a distorted geometry. Source: OMol25; level of theory: the ωB97M-V functional and the def2-TZVPD basis.

- HOMO energy: -16.8004 eV
- Total charge: +2
- Relative energy (zero: lowest compared OMol25 entry of this formula, charge and spin): 0.0 kcal/mol
- Maximum force: 5.9 eV/Å

Each line ends with the Löwdin charge.
Atoms and positions in Å:
Ca: 10.532 -1.156 -15.100  1.10
C: 12.811 0.217 -11.235  -0.02
C: 11.710 0.220 -12.247  -0.19
N: 10.884 0.187 -13.105  0.03
H: 13.370 1.153 -11.238  0.10
H: 13.482 -0.581 -11.552  0.07
H: 12.368 -0.028 -10.270  0.10
C: 12.514 2.846 -17.688  -0.03
C: 12.093 1.839 -16.726  -0.22
N: 11.683 1.040 -16.011  0.11
H: 13.558 2.759 -17.991  0.09
H: 12.353 3.792 -17.172  0.10
H: 11.932 2.793 -18.609  0.10
C: 7.769 -4.667 -17.174  -0.02
C: 8.377 -3.710 -16.233  -0.20
N: 8.813 -2.924 -15.526  0.07
H: 7.130 -5.378 -16.650  0.10
H: 8.526 -5.127 -17.810  0.09
H: 7.030 -4.140 -17.777  0.09
C: 15.384 -0.069 -15.417  -0.03
C: 14.249 -0.695 -14.816  -0.23
N: 13.319 -1.294 -14.374  0.13
H: 15.622 -0.651 -16.307  0.10
H: 16.145 -0.254 -14.658  0.11
H: 15.118 0.979 -15.554  0.10
C: 12.131 -3.281 -19.306  -0.02
C: 11.827 -2.562 -18.066  -0.17
N: 11.542 -1.973 -17.067  0.04
H: 13.188 -3.163 -19.545  0.10
H: 11.462 -2.821 -20.034  0.10
H: 11.745 -4.290 -19.163  0.10
C: 6.841 1.549 -17.223  -0.03
C: 7.907 0.677 -16.718  -0.18
N: 8.722 -0.050 -16.348  0.06
H: 6.600 1.324 -18.262  0.10
H: 7.066 2.610 -17.111  0.10
H: 5.940 1.360 -16.641  0.10
C: 13.329 -4.707 -13.605  -0.04
C: 12.162 -3.860 -13.562  -0.25
N: 11.197 -3.184 -13.539  0.08
H: 14.106 -4.366 -14.289  0.09
H: 12.924 -5.708 -13.749  0.10
H: 13.816 -4.638 -12.632  0.10

=====

Record 5
The ion C14H21ClNO2 with charge +1. Source: OMol25; level of theory: the ωB97M-V functional and the def2-TZVPD basis.

- HOMO energy: -11.4107 eV
- Total charge: +1
- Relative energy (zero: lowest compared OMol25 entry of this formula, charge and spin): 31.5 kcal/mol
- Maximum force: 0.8 eV/Å
- SMILES: C=CCc1cc(Cl)ccc1OCC[NH2+]CCOC

Each line ends with the Löwdin charge.
Atoms and positions in Å:
C: -0.927 1.883 -1.883  -0.03
C: -0.555 0.640 -2.166  -0.13
C: 0.859 0.205 -2.373  -0.12
C: 1.219 -0.841 -1.349  -0.15
C: 1.341 -2.176 -1.687  -0.04
C: 1.638 -3.123 -0.716  -0.66
Cl: 1.787 -4.783 -1.156  0.71
C: 1.806 -2.737 0.603  -0.09
C: 1.682 -1.402 0.953  -0.01
C: 1.396 -0.452 -0.015  -0.20
O: 1.273 0.910 0.212  -0.07
C: 1.157 1.396 1.522  -0.16
C: -0.292 1.227 1.997  -0.08
N: -1.189 1.889 1.022  0.03
C: -1.378 3.345 1.218  -0.09
C: -2.615 3.501 2.125  -0.18
O: -3.604 2.589 1.700  -0.21
C: -4.563 3.111 0.793  -0.06
H: -1.970 2.156 -1.817  0.07
H: -0.211 2.690 -1.876  0.09
H: -1.293 -0.150 -2.231  0.13
H: 0.951 -0.223 -3.372  0.13
H: 1.532 1.058 -2.288  0.13
H: 1.210 -2.486 -2.712  0.12
H: 2.035 -3.471 1.357  0.11
H: 1.825 -1.132 1.987  0.11
H: 1.425 2.455 1.460  0.14
H: 1.846 0.914 2.220  0.13
H: -0.536 0.163 2.025  0.14
H: -0.436 1.653 2.990  0.14
H: -2.165 1.527 1.112  0.17
H: -0.841 1.682 0.039  0.11
H: -1.560 3.809 0.248  0.13
H: -0.498 3.803 1.666  0.14
H: -2.368 3.229 3.155  0.13
H: -2.976 4.532 2.115  0.14
H: -5.246 2.294 0.573  0.10
H: -5.120 3.932 1.248  0.10
H: -4.097 3.460 -0.133  0.09

=====

Record 6
The molecule C14H21FN4O2 at a distorted geometry. Source: OMol25; level of theory: the ωB97M-V functional and the def2-TZVPD basis.

- HOMO energy: -7.8026 eV
- Total charge: 0
- Relative energy (zero: lowest compared OMol25 entry of this formula, charge and spin): 0.4 kcal/mol
- Maximum force: 2.4 eV/Å
- SMILES: COC1CCN(c2ncc(OC/C(=C/F)CN)cn2)CC1

Each line ends with the Löwdin charge.
Atoms and positions in Å:
C: -4.379 3.227 4.918  -0.10
O: -4.289 2.761 3.558  -0.19
C: -3.434 3.533 2.661  -0.33
C: -3.553 2.976 1.232  -0.12
C: -3.009 1.540 1.117  -0.12
N: -1.636 1.418 1.734  -0.03
C: -0.662 0.663 1.097  -0.38
N: -0.874 0.204 -0.147  0.13
C: 0.106 -0.478 -0.754  -0.05
C: 1.313 -0.710 -0.067  -0.23
O: 2.323 -1.540 -0.550  -0.07
C: 2.186 -2.108 -1.859  -0.18
C: 3.433 -2.832 -2.212  -0.21
C: 4.480 -2.168 -2.742  -0.08
F: 5.584 -2.759 -3.227  0.03
C: 3.458 -4.294 -1.907  -0.24
N: 3.254 -4.486 -0.485  0.02
C: 1.453 -0.135 1.186  -0.04
N: 0.459 0.539 1.758  0.13
C: -1.562 1.898 3.172  -0.11
C: -1.971 3.371 3.101  -0.14
H: -5.322 2.887 5.417  0.10
H: -4.471 4.331 4.951  0.09
H: -3.515 2.957 5.540  0.08
H: -3.722 4.582 2.690  0.14
H: -3.000 3.651 0.578  0.12
H: -4.587 2.983 0.927  0.11
H: -3.043 1.286 0.057  0.10
H: -3.665 0.866 1.667  0.12
H: -0.080 -0.930 -1.737  0.11
H: 1.346 -2.828 -1.830  0.14
H: 2.019 -1.329 -2.604  0.13
H: 4.359 -1.078 -2.801  0.13
H: 2.674 -4.795 -2.424  0.11
H: 4.416 -4.720 -2.182  0.12
H: 4.074 -4.178 0.015  0.08
H: 2.476 -3.905 -0.183  0.06
H: 2.377 -0.247 1.754  0.13
H: -2.261 1.350 3.852  0.13
H: -0.567 1.823 3.591  0.10
H: -1.320 3.838 2.344  0.13
H: -1.795 3.904 4.010  0.10